[1]
{"formula": "C17H30BN7O6P2Pd", "method": "wB97M-V/def2-TZVPD", "e_lumo_ev": [-5.03, -9.09], "charge": 2, "homo_lumo_gap_ev": [8.94, 4.85], "homo_ev": [-13.97, -13.94], "spin_multiplicity": 5, "s_squared": 6.02, "symbols": ["Pd", "C", "C", "C", "C", "C", "N", "N", "B", "N", "N", "C", "C", "C", "C", "C", "N", "N", "C", "C", "C", "C", "C", "H", "H", "H", "H", "H", "H", "H", "H", "H", "H", "H", "H", "H", "H", "H", "H", "H", "H", "H", "H", "H", "H", "N", "C", "C", "P", "O", "O", "O", "P", "O", "O", "O", "H", "H", "H", "H", "H", "H", "H", "H"], "xyz": [[-0.1221, -0.5038, 0.1157], [-1.5208, -3.6690, -1.1483], [-2.3595, -2.8739, -0.2014], [-3.6140, -3.2035, 0.3130], [-3.9375, -2.1893, 1.1924], [-5.1459, -2.0408, 2.0632], [-2.9178, -1.3068, 1.1675], [-1.9539, -1.7146, 0.3108], [-2.7302, -0.0161, 1.9728], [-2.5154, 1.1770, 0.9450], [-1.4557, 1.2170, 0.1466], [-1.4395, 2.4210, -0.5788], [-0.3318, 2.7366, -1.5204], [-2.5371, 3.1229, -0.2261], [-3.2249, 2.3089, 0.7662], [-4.4651, 2.6063, 1.4836], [-1.4811, -0.0994, 2.8468], [-0.2380, -0.0817, 2.2847], [0.6426, -0.0304, 3.2851], [2.1194, -0.0041, 3.0637], [-0.0453, 0.0079, 4.5046], [-1.3825, -0.0295, 4.1931], [-2.5678, -0.0246, 5.1078], [-1.9680, -4.6500, -1.2921], [-2.1473, -3.0460, -2.9287], [-0.5257, -3.8062, -0.7345], [-4.2018, -4.0840, 0.0985], [-5.7918, -2.9046, 1.9337], [-4.8726, -1.9766, 3.1172], [-5.7216, -1.1474, 1.8136], [-3.7019, 0.2228, 2.6284], [0.5028, 2.0625, -1.3596], [-0.6685, 2.6347, -2.5538], [0.0044, 3.7619, -1.3720], [-2.8577, 4.0895, -0.5904], [-4.9011, 3.5377, 1.1324], [-5.1826, 1.7886, 1.3587], [-4.2623, 2.6813, 2.5589], [2.3611, 0.2456, 2.0354], [2.5784, 0.7363, 3.7177], [2.5661, -0.9710, 3.3116], [0.3859, 0.0504, 5.4941], [-2.2284, -0.0626, 6.1398], [-3.1745, 0.8758, 4.9852], [-3.2121, -0.8874, 4.9296], [3.0855, -0.4875, -2.8403], [2.5832, -1.7788, -2.2047], [3.3898, -2.9865, -2.6483], [0.7398, -1.8890, -2.6716], [0.9061, -2.0064, -4.2641], [-1.3290, -3.0264, -2.4258], [0.0990, -0.5945, -2.2338], [2.4425, -1.4688, -0.3822], [3.8597, -1.8949, 0.1661], [1.3060, -2.3164, 0.1228], [2.2005, 0.0244, -0.3066], [2.7180, -0.3566, -3.7829], [4.1044, -0.4776, -2.8914], [2.7770, 0.2788, -2.2208], [3.3852, -3.0968, -3.7341], [2.9648, -3.8941, -2.2176], [4.4214, -2.9105, -2.2957], [0.0910, -1.9344, -4.7928], [3.8676, -2.3820, 1.0060]]}

***

[2]
{"formula": "C35H55CaNO7SSi2Te", "method": "wB97M-V/def2-TZVPD", "e_lumo_ev": -1.00, "homo_lumo_gap_ev": 7.32, "homo_ev": -8.32, "symbols": ["Ca", "C", "C", "C", "C", "C", "C", "C", "C", "C", "H", "H", "H", "H", "H", "H", "H", "H", "H", "H", "H", "H", "C", "C", "C", "O", "C", "O", "O", "H", "H", "H", "H", "H", "H", "H", "C", "Si", "C", "C", "C", "Te", "C", "Si", "C", "C", "C", "H", "H", "H", "H", "H", "H", "H", "H", "H", "H", "H", "H", "H", "H", "H", "H", "H", "H", "H", "H", "H", "H", "N", "C", "C", "C", "C", "C", "C", "S", "O", "O", "O", "H", "H", "H", "H", "H", "H", "C", "C", "O", "C", "C", "C", "C", "C", "C", "H", "H", "H", "H", "H", "H", "H", "H"], "xyz": [[0.3260, 0.7593, -0.6103], [-0.5612, -4.1554, -2.6132], [-1.1632, -2.8005, -2.8891], [-0.6782, -1.9956, -3.9151], [-1.2582, -0.7649, -4.2125], [-0.7567, 0.0809, -5.3555], [-2.3486, -0.3445, -3.4602], [-2.8696, -1.1317, -2.4353], [-4.1176, -0.6976, -1.7080], [-2.2567, -2.3477, -2.1508], [-0.4037, -4.3106, -1.5451], [0.3998, -4.2731, -3.1154], [-1.2227, -4.9506, -2.9647], [0.1606, -2.3498, -4.5117], [-1.3690, -0.0693, -6.2474], [0.2712, -0.1709, -5.6254], [-0.8019, 1.1423, -5.1024], [-2.8224, 0.6058, -3.6918], [-4.2542, -1.2467, -0.7793], [-4.9983, -0.8735, -2.3287], [-4.0954, 0.3686, -1.4749], [-2.6629, -2.9748, -1.3614], [1.6931, 1.4590, 3.6536], [1.8591, 1.8271, 2.1911], [2.9166, 2.9083, 2.0190], [2.1747, 0.6400, 1.4006], [0.5380, 2.1836, 1.4872], [0.6584, 2.6555, 0.2958], [-0.5639, 1.7982, 1.9233], [2.6138, 0.9793, 3.9928], [0.8615, 0.7759, 3.8066], [1.5251, 2.3526, 4.2576], [3.9136, 2.4885, 2.1665], [2.7640, 3.6898, 2.7666], [2.8608, 3.3597, 1.0309], [3.0946, 0.3203, 1.6307], [-5.2457, -1.0628, 3.1481], [-3.4161, -0.7959, 3.3675], [-2.7394, -2.2194, 4.3601], [-3.0665, 0.8126, 4.2296], [-2.6401, -0.6982, 1.6554], [-0.4980, -0.9033, 1.6712], [-0.5908, -3.0341, 1.3135], [1.1258, -3.7969, 1.3575], [2.0719, -2.9964, -0.0494], [1.0002, -5.6368, 1.0970], [1.9690, -3.4425, 2.9828], [-5.7572, -1.0705, 4.1171], [-5.4384, -2.0242, 2.6604], [-5.6985, -0.2746, 2.5371], [-3.1132, -2.1604, 5.3873], [-1.6472, -2.2032, 4.4034], [-3.0532, -3.1839, 3.9463], [-3.1756, 0.7197, 5.3142], [-3.7483, 1.5982, 3.8862], [-2.0435, 1.1370, 4.0114], [-2.8525, 0.2826, 1.2203], [-3.0071, -1.4716, 0.9822], [-1.0631, -3.1890, 0.3409], [-1.2352, -3.4555, 2.0931], [2.6139, -3.7306, -0.6549], [2.8100, -2.2950, 0.3538], [1.4074, -2.4415, -0.7227], [0.5269, -5.8729, 0.1374], [0.4102, -6.1052, 1.8921], [1.9955, -6.0954, 1.1036], [1.4734, -2.6398, 3.5349], [3.0029, -3.1238, 2.8204], [1.9808, -4.3290, 3.6232], [1.8089, 0.0648, -3.1048], [2.9799, 0.2010, -2.3180], [3.2669, 1.4230, -1.7194], [4.2525, 1.5024, -0.7454], [4.9152, 0.3568, -0.3365], [4.7132, -0.8366, -1.0259], [3.7693, -0.9065, -2.0322], [5.7037, 0.3182, 1.2623], [6.7473, -0.6727, 1.1804], [4.5587, -0.1124, 2.0997], [6.1038, 1.6851, 1.5210], [1.8068, -0.7617, -3.6829], [1.5584, 0.8874, -3.6341], [2.6935, 2.3076, -1.9877], [4.4643, 2.4341, -0.2397], [5.2723, -1.7159, -0.7254], [3.5770, -1.8465, -2.5408], [0.4536, 3.8637, -3.5062], [-0.4029, 3.2477, -2.4410], [-0.4700, 2.0147, -2.3571], [-1.1614, 4.1166, -1.5234], [-0.8412, 5.4622, -1.3756], [-1.5240, 6.2365, -0.4520], [-2.5387, 5.6712, 0.3092], [-2.8763, 4.3315, 0.1506], [-2.1846, 3.5590, -0.7596], [0.7736, 3.1015, -4.2124], [1.3375, 4.3105, -3.0413], [-0.0802, 4.6559, -4.0307], [-0.0399, 5.9068, -1.9525], [-1.2610, 7.2778, -0.3220], [-3.0700, 6.2778, 1.0314], [-3.6610, 3.8908, 0.7513], [-2.4300, 2.5119, -0.8842]]}

***

[3]
{"formula": "CH3F3NS", "method": "wB97M-V/def2-TZVPD", "e_lumo_ev": -6.92, "charge": 1, "homo_lumo_gap_ev": 10.32, "homo_ev": -17.25, "symbols": ["C", "N", "F", "F", "F", "S", "H", "H", "H"], "xyz": [[-0.0548, 0.1319, -0.2503], [0.7478, 0.8313, -1.2978], [0.1438, 2.8539, -0.5233], [2.1632, 2.1222, 0.4031], [1.5098, -0.1932, -2.1098], [1.5192, 2.2407, -1.0085], [0.5834, -0.1709, 0.6282], [-0.5931, -0.7934, -0.5348], [-0.8470, 0.9697, 0.0662]]}

***

ΔE to the lowest compared entry with this formula, charge and spin for every record listed, in sequence, given in kcal/mol: 0.0 17.8 41.7.
E_tot for every record listed, in sequence, given in Eh: -2335.61951 -3871.12533 -791.98026.